Entry 1:
The following is a DFT calculation (ωB97M-V with the def2-TZVPD basis set) of a structure of composition C19H27FHgNP at a distorted geometry.

Geometry as XYZ:
```
50
Properties=species:S:1:pos:R:3
C -2.83759 -2.06001 -1.16327
C -1.57606 -2.61534 -1.02633
C -0.47686 -1.83240 -0.63328
C -0.67079 -0.48773 -0.33215
C -1.94813 0.06470 -0.43645
C -3.03258 -0.72522 -0.83863
C 0.85701 -2.54450 -0.63350
C 2.13381 -1.77288 -0.99900
N 1.90067 -0.40013 -1.53995
Hg 1.04108 0.73367 0.27521
C -2.25074 1.51086 -0.12783
P -0.76635 2.59537 -0.34634
H -1.41908 -3.67055 -1.25503
H -4.01736 -0.25730 -0.90143
H -3.66627 -2.65311 -1.53338
H -2.57908 1.63178 0.92263
H -3.05318 1.88980 -0.78631
H 1.01136 -3.06556 0.33209
H 0.79155 -3.33617 -1.39670
H 2.78854 -1.67024 -0.11133
C -1.32678 4.16388 0.41067
C -0.83771 2.95070 -2.14156
H 2.69259 -2.33744 -1.75681
C 1.01660 -0.37017 -2.74406
C 3.19622 0.23501 -1.89357
H 2.13823 1.54225 1.63802
H 1.65697 -0.33717 -3.63926
H 0.33968 -1.23229 -2.82889
H 0.42464 0.55432 -2.71602
H 3.41206 0.05048 -2.95959
H 3.12670 1.30599 -1.71998
H 4.03004 -0.17877 -1.31358
H -1.61511 3.69434 -2.38219
H 0.14061 3.36041 -2.43091
H -1.01504 2.04448 -2.73664
H -2.25074 4.55057 -0.05302
H -1.50012 4.01677 1.48772
H -0.52831 4.91170 0.29167
H 2.26231 2.02351 0.95151
F -0.43466 -2.43660 5.57012
C -0.07260 -1.70675 4.46124
C -0.90004 -0.67411 4.04030
C -0.52902 0.04409 2.89050
C 0.60983 -0.30502 2.20104
C 1.44920 -1.29861 2.64502
C 1.09987 -2.03129 3.79506
H -1.79629 -0.42031 4.59383
H -1.15012 0.88108 2.57220
H 2.39061 -1.51242 2.13952
H 1.74044 -2.82368 4.15863
```

Output
LUMO energy ... 0.448 eV
Energy relative to the best compared isomer or geometry (same formula, charge and spin) ... 0.0 kJ/mol



Entry 2:
The following is a DFT calculation (ωB97M-V with the def2-TZVPD basis set) of a structure of composition C30H34ClO7Pd at a distorted geometry.

Geometry as XYZ:
```
73
Properties=species:S:1:pos:R:3
C -0.59757 -4.98259 -5.25623
C -1.00957 -3.62066 -4.64145
C 0.86804 -5.24633 -4.83109
C 1.41322 -3.89508 -4.29448
H 1.44003 -5.53466 -5.72145
H 0.91229 -6.05777 -4.08496
C 0.29416 -2.83129 -4.56674
H -1.42909 -3.82651 -3.64695
H -1.78326 -3.13328 -5.25379
C 0.30074 -1.69084 -3.55380
H 0.45439 -2.38425 -5.55743
H 2.28333 -3.57054 -4.89788
C 1.87390 -3.89645 -2.85210
C -1.54777 -6.08632 -4.85776
C -0.72350 -5.02403 -6.77715
O 0.08078 -5.58721 -7.52338
O -2.11549 -6.14448 -3.78128
O -1.72185 -6.99868 -5.82997
O -1.82272 -4.42356 -7.24749
C -1.99557 -4.57257 -8.66162
H -2.95017 -4.10047 -8.88304
H -2.01429 -5.63701 -8.92076
H -1.18249 -4.07630 -9.20258
C -2.66348 -8.01183 -5.49182
H -2.40998 -8.47785 -4.53104
H -2.61298 -8.73838 -6.30345
H -3.66988 -7.57458 -5.42732
O 0.81051 -2.10410 -2.31730
H -0.71963 -1.27817 -3.38090
H 0.97816 -0.90342 -3.96964
C 3.26831 -3.42181 -2.60478
C 1.26110 -4.85162 -1.89347
H 1.74175 -5.84593 -1.98945
H 0.17782 -4.95363 -2.05585
H 1.41779 -4.51750 -0.85487
H 3.43744 -3.21285 -1.54227
H 3.47534 -2.48737 -3.14736
H 4.00590 -4.18236 -2.92458
Pd 0.81196 -0.79924 -0.85433
C 1.38661 1.73885 -0.47084
C 1.63082 1.01943 -1.71248
C 0.33237 0.93495 -2.40537
H 2.58825 0.81436 -2.17307
C -0.65240 1.49004 -1.52421
C 0.00324 1.98357 -0.36598
H -0.49756 2.48033 0.46059
H 2.17611 2.11111 0.17268
H 0.19294 0.70094 -3.43822
H -1.70929 1.55986 -1.75071
C -0.31900 -1.67675 1.30537
C -1.14399 -0.54124 1.53689
C -1.91074 -0.28120 0.35517
H -1.24938 0.00696 2.45567
C -1.61291 -1.27495 -0.61271
C -0.64413 -2.19361 -0.02034
H -0.47338 -3.20769 -0.35403
H 0.36006 -2.14040 2.00780
H -2.62505 0.52654 0.27427
H -2.09941 -1.40159 -1.57637
Cl 5.20838 1.35961 7.12571
C 4.19806 1.17488 5.75767
C 3.13791 2.07695 5.54696
C 2.32131 1.90463 4.42483
C 2.54861 0.85543 3.51287
C 3.60282 -0.02883 3.72203
C 4.43463 0.12010 4.85035
C 1.63300 0.68404 2.30891
O 0.59750 1.37886 2.32580
O 2.04783 -0.14798 1.42390
H 2.96191 2.88914 6.24960
H 1.49352 2.58195 4.24623
H 3.77511 -0.82948 3.00647
H 5.24304 -0.56766 5.01620
```

Output
LUMO energy (alpha / beta) ... 2.276 / 1.405 eV
Charge ... -1
2S+1 ... 5



Entry 3:
The following is a DFT calculation (ωB97M-V with the def2-TZVPD basis set) of a structure of composition C18H39BF4MnN3O3PSSi.

Geometry as XYZ:
```
72
Properties=species:S:1:pos:R:3
Mn 0.51216 0.08074 0.08958
C -2.81418 -1.12661 3.19807
C -2.86328 -0.51170 1.80357
C -2.77274 1.00109 1.89348
C -4.14935 -0.90565 1.08514
O -1.71075 -0.90918 1.01106
Si -1.21011 -2.47465 0.61579
S 0.51511 -2.16359 -0.51035
O -2.39631 -3.29867 -0.13626
C -2.74341 -3.63026 -1.49258
C -1.78042 -4.69193 -2.00534
C -4.15790 -4.17983 -1.42503
C -2.70269 -2.38354 -2.36853
O -0.95047 -3.20329 2.04903
C -0.73287 -4.57447 2.43708
C 0.26187 -5.22283 1.48253
C -0.16582 -4.51493 3.84360
C -2.06104 -5.32190 2.42994
H -3.59976 -0.68102 3.81345
H -1.84522 -0.93930 3.66567
H -2.96923 -2.20660 3.16337
H -3.52703 1.39223 2.57999
H -2.94664 1.43813 0.90519
H -1.78540 1.30313 2.25139
H -5.01160 -0.52695 1.64092
H -4.23627 -1.98999 1.00164
H -4.16775 -0.47690 0.07864
H -1.83491 -5.58652 -1.37844
H -0.75616 -4.31235 -1.99628
H -2.03886 -4.97077 -3.03054
H -4.19941 -5.02450 -0.73402
H -4.48118 -4.51774 -2.41274
H -4.84963 -3.41006 -1.07601
H -1.68563 -1.99331 -2.44010
H -3.35241 -1.60695 -1.95028
H -3.05749 -2.62676 -3.37306
H 1.18393 -4.63868 1.44186
H -0.15085 -5.27405 0.46860
H 0.49683 -6.23863 1.81136
H 0.79047 -3.98723 3.83973
H -0.01293 -5.52241 4.23943
H -0.85599 -3.97919 4.49923
H -2.51273 -5.28466 1.43675
H -2.75533 -4.86710 3.14324
H -1.90849 -6.36742 2.71289
F 1.86012 0.69756 -1.54189
B 3.10526 0.69257 -0.74976
F 3.92318 -0.31644 -1.14956
F 3.65146 1.95771 -0.75763
F 2.56425 0.41474 0.59072
C -0.44037 5.53331 -0.39801
N 0.38614 4.74529 -1.30571
C -0.42972 4.35247 -2.45689
N -1.65024 3.62068 -2.09042
C -2.41639 4.42397 -1.13663
N -1.64900 4.82886 0.04633
C -1.33437 3.70464 0.91820
P -0.32091 2.41709 0.02086
C 0.98058 3.59032 -0.63824
C -1.33690 2.30437 -1.54514
H -0.75316 6.43842 -0.91837
H 0.14886 5.81853 0.47335
H 0.16829 3.73661 -3.12806
H -0.72862 5.25796 -2.98431
H -3.29567 3.86117 -0.81846
H -2.74978 5.32854 -1.64452
H -2.24788 3.27065 1.31602
H -0.74159 4.05589 1.76278
H 1.62466 3.04966 -1.32372
H 1.60288 3.92252 0.19305
H -2.25765 1.75281 -1.34697
H -0.76108 1.73191 -2.27146
```

Output
LUMO energy (alpha / beta) ... 0.270 / -0.005 eV
2S+1 ... 6
Energy relative to the best compared isomer or geometry (same formula, charge and spin) ... 46.7 kJ/mol



Entry 4:
The following is a DFT calculation (ωB97M-V with the def2-TZVPD basis set) of a cluster of 2 separate species, C4H9NO in total.

Geometry as XYZ:
```
15
Properties=species:S:1:pos:R:3
C 1.38156 -0.89651 0.08955
C 0.17786 -0.98491 -0.81283
C 0.18476 -0.95754 -2.14312
C -1.91426 -0.36855 0.06577
N -0.98641 -1.19581 -0.05954
H 1.30006 0.03188 0.66596
H 2.31658 -0.86467 -0.47335
H 1.40145 -1.74873 0.75520
H -0.73298 -0.88030 -2.71850
H 1.11102 -0.94392 -2.70785
H -2.77662 -0.61352 0.69246
H -1.95297 0.61892 -0.41835
H 0.83132 2.52194 2.27215
H -0.23692 3.56565 2.61492
O -0.10444 2.71606 2.17753
```

Output
LUMO energy ... 0.733 eV
SMILES string ... C=NC(=C)C.O
Energy relative to the best compared isomer or geometry (same formula, charge and spin) ... 211.5 kJ/mol